This record from OMol25 describes 6 unconnected molecules or ions with the total composition C36H90N6 in a non-equilibrium geometry. The level of theory is ωB97M-V/def2-TZVPD.

Last column: Mulliken charge in e.
Positions of all 132 atoms, in Å:
C  3.874572  0.213255  7.524412  -0.941
C  2.567642  0.988884  7.553642  -0.802
N  2.677301  2.446896  7.625513  0.083
C  3.197481  2.898484  8.912676  -0.360
C  2.219584  2.670961  10.056385  -1.360
C  3.453414  3.034347  6.535781  -0.564
C  2.963845  2.655844  5.158980  -0.907
H  4.488751  0.446373  6.654790  0.243
H  3.626002  -0.845832  7.398380  0.394
H  4.447764  0.293722  8.446739  0.356
H  2.033757  0.737188  6.635509  0.206
H  1.937050  0.670704  8.381987  0.385
H  4.133573  2.377474  9.169483  0.257
H  3.358188  3.973507  8.838428  0.458
H  2.561465  3.225091  10.935209  0.427
H  1.225021  3.024847  9.789524  0.326
H  2.197496  1.633492  10.394928  0.302
H  4.518427  2.754597  6.667241  0.350
H  3.481710  4.124389  6.613615  0.469
H  2.958225  1.578587  4.975301  -0.106
H  3.573714  3.115802  4.379872  0.482
H  1.931122  2.962203  4.970950  0.349
C  -1.059637  -3.224193  6.845445  -1.188
C  0.456124  -3.463419  6.823355  -0.698
N  1.033193  -3.394102  5.490111  0.458
C  1.482952  -4.680560  5.000583  -0.522
C  0.326296  -5.620803  4.664596  -1.241
C  2.048901  -2.369576  5.350603  -0.233
C  2.333865  -1.976169  3.891416  -1.181
H  -1.428503  -2.998381  7.845887  0.413
H  -1.604148  -4.090030  6.462566  0.258
H  -1.318000  -2.406002  6.170942  0.269
H  0.914761  -2.728599  7.493074  0.443
H  0.674488  -4.439419  7.277565  0.352
H  2.055032  -4.541981  4.086228  0.331
H  2.100750  -5.164063  5.776327  0.399
H  -0.164469  -5.272180  3.751676  0.250
H  0.722458  -6.612977  4.440546  0.421
H  -0.430289  -5.672145  5.442667  0.266
H  3.042155  -2.677528  5.748402  0.109
H  1.793284  -1.508394  5.967621  0.029
H  3.058692  -2.654923  3.448018  0.412
H  2.623336  -0.929549  3.810148  0.397
H  1.419022  -2.061533  3.296060  0.183
C  2.463466  -3.097647  -7.865443  -1.437
C  1.851476  -2.344581  -6.704910  -0.256
N  2.589233  -2.424551  -5.465195  0.182
C  2.041484  -1.526152  -4.463519  -0.053
C  2.530877  -0.089744  -4.665750  -1.414
C  2.781832  -3.775039  -4.960160  -0.692
C  1.539432  -4.433320  -4.345073  -0.832
H  1.965825  -2.840430  -8.800109  0.421
H  2.314356  -4.170202  -7.735946  0.316
H  3.535247  -2.913411  -7.956350  0.334
H  1.603756  -1.312392  -6.954646  0.411
H  0.822311  -2.767065  -6.590802  0.240
H  0.939382  -1.527502  -4.499037  0.185
H  2.367258  -1.834312  -3.469229  0.076
H  3.622367  -0.102280  -4.671136  0.372
H  2.265993  0.321230  -5.643472  0.382
H  2.121576  0.578942  -3.908344  0.229
H  3.569027  -3.746451  -4.202734  0.351
H  3.126082  -4.401361  -5.779167  0.405
H  1.236485  -3.963606  -3.411316  0.102
H  1.735660  -5.489054  -4.137856  0.407
H  0.709837  -4.442553  -5.055821  0.266
C  -4.095230  -0.953384  -1.993552  -1.287
C  -4.804073  -0.411968  -3.234881  -0.269
N  -5.767496  0.623360  -2.906658  0.211
C  -6.894520  0.196634  -2.124610  -0.743
C  -7.885776  -0.770926  -2.822847  -1.110
C  -6.068820  1.545655  -3.983890  -0.152
C  -6.533355  2.912239  -3.485677  -1.365
H  -3.107051  -1.323324  -2.254457  0.295
H  -4.676991  -1.810222  -1.636318  0.339
H  -4.070537  -0.226182  -1.185608  0.410
H  -4.057870  0.057592  -3.877043  0.203
H  -5.271306  -1.246071  -3.782040  0.261
H  -7.356665  1.044026  -1.620947  0.499
H  -6.493090  -0.382450  -1.280770  0.332
H  -7.468683  -1.775105  -2.827063  0.284
H  -8.049692  -0.466151  -3.858441  0.261
H  -8.853399  -0.750616  -2.324460  0.384
H  -5.165432  1.701217  -4.572453  0.157
H  -6.863677  1.142771  -4.633628  0.219
H  -6.706297  3.553640  -4.350073  0.403
H  -7.454460  2.830726  -2.910204  0.396
H  -5.777482  3.350351  -2.833493  0.274
C  -0.593414  2.289993  -3.173029  -0.865
C  -1.259949  2.625877  -4.490679  -0.700
N  -1.740958  4.002415  -4.553781  0.104
C  -0.670581  4.973925  -4.366728  -0.623
C  0.550219  4.842797  -5.287018  -0.957
C  -2.505083  4.215995  -5.768865  -0.380
C  -3.388894  5.461599  -5.722898  -1.365
H  0.481889  2.485149  -3.200116  0.333
H  -0.769342  1.266300  -2.835311  0.048
H  -0.935869  2.868733  -2.306945  0.497
H  -0.508405  2.443525  -5.277377  0.328
H  -2.083863  1.940546  -4.686427  0.275
H  -1.083481  5.971409  -4.522487  0.369
H  -0.340956  4.940690  -3.327926  0.353
H  0.314568  4.893140  -6.350417  0.266
H  1.250976  5.665244  -5.123654  0.418
H  1.095079  3.922346  -5.068326  0.152
H  -3.118451  3.337515  -5.969099  0.455
H  -1.865212  4.345800  -6.664438  0.219
H  -4.043356  5.440725  -4.844390  0.283
H  -4.042059  5.528024  -6.591982  0.411
H  -2.799757  6.372854  -5.629791  0.355
C  -0.422326  -1.447961  -1.101801  -0.619
C  0.477036  -1.703917  0.107608  -1.301
N  1.234668  -0.565683  0.595920  0.831
C  2.325751  -0.155274  -0.266423  -0.087
C  3.480574  -1.144178  -0.283284  -1.566
C  0.352942  0.542453  0.954126  -0.290
C  0.948621  1.436479  2.038790  -1.359
H  0.108850  -1.157685  -2.010742  -0.061
H  -1.189162  -0.693704  -0.908349  0.210
H  -0.982439  -2.356236  -1.344244  0.569
H  -0.102607  -2.168109  0.909278  0.392
H  1.186201  -2.481945  -0.193767  0.445
H  2.018931  0.087036  -1.300864  -0.016
H  2.698054  0.789452  0.138048  0.462
H  3.816835  -1.375578  0.727688  0.290
H  3.193878  -2.087372  -0.751708  0.293
H  4.317737  -0.721966  -0.841183  0.424
H  -0.590139  0.154617  1.340832  0.575
H  0.117770  1.163493  0.071748  -0.120
H  0.217026  2.190254  2.340934  0.501
H  1.820380  2.015173  1.728464  0.355
H  1.210848  0.811429  2.892499  0.129

Force components x, y, z for each atom (eV/Å):
C -0.123 -0.754 0.025
C 0.015 0.383 -0.428
N -0.126 0.401 0.002
C -0.483 -0.315 0.095
C 0.264 0.040 0.413
C 0.646 -0.299 0.236
C -0.363 -0.252 -0.534
H 0.109 0.280 0.122
H 0.037 0.016 0.162
H 0.152 0.125 -0.081
H -0.215 0.067 0.109
H 0.022 -0.095 0.032
H 0.200 0.379 -0.106
H 0.295 -0.023 -0.080
H -0.053 0.118 -0.081
H -0.059 -0.136 0.019
H -0.241 -0.053 -0.244
H -0.074 -0.085 -0.321
H -0.407 -0.020 0.242
H 0.284 0.022 0.060
H 0.090 -0.001 0.091
H 0.029 0.188 0.251
C 0.012 -0.141 -0.433
C -0.441 -0.048 0.456
N -0.002 0.381 -0.147
C -0.530 -0.436 0.313
C 0.166 0.210 -0.593
C 1.049 0.130 -0.184
C -1.020 -0.102 0.150
H 0.046 -0.022 0.040
H 0.031 -0.031 0.097
H 0.097 0.140 0.158
H 0.149 0.036 -0.184
H 0.000 0.022 -0.011
H 0.242 0.047 0.110
H 0.303 0.001 -0.217
H -0.092 0.048 0.108
H -0.113 -0.074 0.193
H 0.101 -0.145 0.155
H -0.295 -0.232 0.243
H -0.379 0.076 -0.250
H 0.230 0.270 -0.105
H 0.441 -0.109 -0.005
H 0.008 -0.010 0.068
C 0.220 -0.135 -0.091
C -1.442 -0.499 -0.081
N 0.320 0.239 0.086
C -0.030 0.754 -0.290
C 0.184 -0.196 -0.447
C -0.359 -0.187 0.220
C 0.057 -0.398 -0.317
H 0.044 0.136 -0.003
H 0.111 -0.035 -0.024
H -0.032 0.083 -0.052
H 0.646 0.168 0.015
H 0.216 0.005 0.181
H -0.005 -0.150 0.245
H -0.083 -0.205 0.015
H -0.008 0.174 0.362
H -0.252 -0.118 0.046
H 0.163 0.006 0.095
H 0.085 0.018 -0.089
H 0.209 -0.001 0.000
H -0.119 0.094 -0.035
H 0.134 0.084 0.110
H -0.092 0.211 0.126
C -0.798 -0.746 -0.187
C 0.031 0.397 0.164
N 0.539 0.623 -0.017
C 0.079 -1.177 0.748
C 0.210 0.873 -0.142
C -0.496 0.071 0.217
C 0.116 -0.288 0.074
H 0.106 0.083 0.130
H 0.240 0.001 0.234
H 0.263 0.186 -0.114
H -0.075 -0.079 -0.164
H 0.188 0.006 -0.154
H -0.305 0.147 -0.432
H 0.043 0.197 -0.031
H -0.164 -0.119 0.000
H -0.078 -0.070 -0.004
H 0.013 -0.219 0.081
H 0.007 -0.185 -0.108
H 0.216 0.031 -0.273
H -0.048 0.144 0.108
H -0.101 0.077 -0.085
H 0.041 0.081 -0.083
C 0.285 0.084 1.138
C 0.366 0.067 -0.007
N -0.188 -0.381 -0.055
C 0.153 0.436 -0.296
C 0.266 -0.005 0.143
C -0.023 0.729 -0.685
C -0.311 -0.145 0.726
H 0.021 -0.234 -0.084
H 0.208 -0.172 -0.440
H -0.367 0.256 -0.389
H -0.200 -0.138 -0.139
H -0.179 0.148 0.055
H -0.136 -0.046 0.162
H 0.009 -0.058 0.024
H -0.180 -0.235 0.021
H -0.097 0.010 0.221
H 0.036 -0.004 -0.220
H -0.040 -0.049 0.168
H 0.089 -0.302 0.149
H 0.079 -0.118 -0.035
H 0.189 0.030 -0.166
H -0.003 0.042 -0.245
C -0.611 -0.073 -0.087
C 0.374 -0.520 -0.727
N -0.546 -0.058 0.272
C 0.285 0.345 0.155
C -0.080 -0.094 -0.087
C 0.450 0.554 -0.045
C -0.157 0.110 0.006
H 0.176 0.042 0.126
H 0.139 0.085 0.073
H 0.136 -0.059 0.012
H -0.064 0.327 0.152
H 0.050 0.050 0.143
H -0.163 -0.167 0.047
H 0.023 -0.032 -0.014
H -0.042 0.091 0.048
H 0.089 0.016 -0.077
H 0.002 -0.076 -0.039
H 0.011 -0.197 -0.104
H -0.130 -0.092 0.029
H -0.080 -0.146 0.112
H 0.119 -0.266 -0.117
H 0.046 0.162 0.096

Results
- maximum force (eV Å⁻¹) = 1.5
- orbital gap (Eh) = 0.3220
- electronic energy (eV) = -47730.4613
- lowest unoccupied orbital energy (eV) = 0.7258